(1)
This record from the OMol25 dataset describes a cluster of 9 separate species, C4H30N2O8 in total at a distorted geometry. The level of theory is ωB97M-V/def2-TZVPD.

HOMO energy in eV: -16.932
Maximum force in eV Å⁻¹: 4.89
DFT total energy in eV: -23979.7888
LUMO level in eV: -5.31
ΔE to the lowest compared entry with this formula, charge and spin in eV: 1.3175

```
! wB97M-V def2-TZVPD RIJCOSX def2/J DEFGRID3
* xyz 2 1
C -1.393 -2.659 -0.592
C -0.821 -1.423 -0.004
C -1.242 -0.164 -0.747
C -2.561 0.472 -0.308
N -2.284 1.340 0.951
N 0.783 -1.413 0.104
H -2.527 -2.445 -0.628
H -1.084 -2.923 -1.615
H -1.355 -3.461 0.060
H -1.273 -1.517 0.997
H -1.242 -0.589 -1.766
H -0.451 0.720 -0.602
H -3.122 1.146 -0.973
H -3.078 -0.556 -0.108
H -3.119 1.382 1.572
H -1.512 0.985 1.463
H -1.965 2.337 0.648
H 1.081 -0.926 0.875
H 1.318 -1.073 -0.661
H 1.074 -2.399 0.225
H -3.374 -1.811 -3.208
H -3.348 -3.359 -3.267
O -3.043 -2.612 -2.765
H 1.179 2.469 0.521
H 0.174 3.270 -0.276
O 0.200 2.433 0.287
H 3.888 3.101 -0.428
H 3.764 3.523 1.044
O 3.903 2.732 0.433
H 0.689 0.689 2.982
H -0.340 0.110 3.965
O -0.141 0.139 2.978
H 5.120 1.860 -1.995
H 5.712 0.677 -1.275
O 4.872 1.165 -1.442
H 2.713 1.420 2.259
H 2.998 1.157 0.831
O 2.323 1.004 1.517
H 2.534 -0.558 -3.003
H 3.473 0.080 -2.082
O 2.924 -0.636 -2.102
H -3.358 -1.486 2.668
H -4.400 -1.319 1.442
O -3.688 -0.882 2.028
*
```

***

(2)
This record from the OMol25 dataset describes a cluster of 10 separate species, C4H30N2O9 in total at a distorted geometry. The level of theory is ωB97M-V/def2-TZVPD.

HOMO energy in eV: -9.097
Maximum force in eV Å⁻¹: 6.40
DFT total energy in eV: -26040.6662
LUMO level in eV: 0.27
SMILES: NCCCCN.O.O.O.O.O.O.O.O.O
ΔE to the lowest compared entry with this formula, charge and spin in eV: 4.2985

```
! wB97M-V def2-TZVPD RIJCOSX def2/J DEFGRID3
* xyz 0 1
N 3.875 -0.587 0.654
C 3.416 -0.977 -0.655
C 2.504 -0.067 -1.363
C 1.070 0.013 -0.702
C 0.887 1.310 0.161
N 0.052 0.837 1.327
H 3.145 -0.190 1.240
H 4.304 -1.398 1.180
H 4.226 -1.102 -1.408
H 2.961 -2.041 -0.542
H 2.982 0.970 -1.372
H 2.215 -0.387 -2.439
H 0.711 -0.831 -0.001
H 0.388 0.088 -1.483
H 1.795 1.828 0.434
H 0.314 2.043 -0.471
H -0.006 -0.117 1.513
H 0.431 1.179 2.132
O -2.443 1.494 0.511
H -1.528 1.101 0.708
H -2.742 1.907 1.323
O -3.701 -0.857 1.329
H -3.184 -0.355 0.663
H -4.524 -1.112 0.866
O 4.109 2.618 0.710
H 4.403 1.723 0.672
H 3.519 2.561 1.557
O -1.887 -0.639 3.501
H -2.324 -0.080 2.834
H -2.401 -1.386 3.703
O -2.902 -1.327 -1.757
H -3.263 -1.954 -2.429
H -2.433 -0.621 -2.058
O -1.119 -1.979 0.235
H -1.493 -1.644 0.951
H -1.575 -1.669 -0.540
O 1.200 -3.438 0.252
H 0.698 -2.720 0.489
H 0.804 -4.262 0.505
O -2.761 2.773 -1.600
H -2.719 3.591 -1.164
H -2.453 2.180 -0.892
O -1.400 0.876 -2.873
H -1.939 1.132 -3.527
H -1.214 1.516 -2.172
*
```

***

(3)
This record from the OMol25 dataset describes a cluster of 13 separate species, C4H31NO15 in total at a distorted geometry. The level of theory is ωB97M-V/def2-TZVPD.

HOMO energy in eV: -10.530
Maximum force in eV Å⁻¹: 9.04
DFT total energy in eV: -36852.3657
LUMO level in eV: -0.02
ΔE to the lowest compared entry with this formula, charge and spin in eV: 4.8752

```
! wB97M-V def2-TZVPD RIJCOSX def2/J DEFGRID3
* xyz 0 1
C 1.536 1.429 0.386
C 2.899 0.757 0.865
C 3.056 -0.570 1.674
O 2.020 -0.955 2.176
N 0.416 0.424 0.754
C -0.913 0.540 0.393
O -1.122 1.732 -0.361
O -1.809 -0.279 0.522
H 1.525 1.480 -0.704
H 1.311 2.245 1.051
H 3.638 0.593 0.038
H 3.345 1.492 1.591
H 3.975 -0.938 1.648
H 0.676 -0.283 1.402
H -2.000 1.844 -0.840
H -1.423 -2.764 2.730
H -1.857 -1.942 1.485
O -1.609 -2.832 1.791
H -1.233 -1.981 -2.857
H -1.959 -3.293 -3.079
O -1.817 -2.650 -2.546
H 1.435 -4.023 -2.401
H 1.157 -2.722 -1.712
O 1.545 -3.069 -2.525
H -1.892 1.376 -3.186
H -2.710 0.158 -3.076
O -2.728 1.062 -2.707
H -0.161 -2.730 0.147
H -0.850 -1.844 -0.748
O 0.000 -2.222 -0.613
H 1.401 0.351 4.288
H 1.456 1.892 3.787
O 1.954 1.070 3.784
H 2.860 -1.007 -3.675
H 1.495 -1.698 -3.672
O 1.977 -0.946 -4.041
H 1.059 3.416 -2.190
H 1.364 2.541 -3.278
O 1.466 3.486 -3.074
H -0.210 0.574 -2.036
H 0.789 0.462 -3.255
O -0.036 0.966 -2.913
H -0.335 -0.327 3.539
H -1.101 1.097 3.598
O -0.524 0.470 4.080
H -3.406 0.206 1.372
H -4.186 -0.081 2.643
O -3.829 0.584 2.085
H -1.493 2.427 2.065
H -3.033 1.983 2.727
O -2.122 2.500 2.869
*
```